(1)
This record from the Open Molecules 2025 dataset describes a molecular structure, C14H28F8InN6O12S4 at a distorted geometry. The level of theory is ωB97M-V with the def2-TZVPD basis set.

Cartesian coordinates (Å):
In  12.48  3.91  -23.20
C  13.35  0.27  -25.70
F  12.50  -0.69  -25.30
F  13.91  0.90  -24.66
F  14.31  -0.26  -26.42
S  12.29  1.54  -26.73
O  13.24  2.43  -27.46
O  11.49  0.74  -27.59
N  11.40  2.44  -25.46
S  10.08  2.88  -26.09
O  9.66  4.06  -25.32
O  10.10  3.09  -27.53
C  8.72  1.35  -25.77
F  8.98  0.30  -26.51
F  8.61  0.97  -24.49
F  7.53  1.81  -26.15
N  14.20  6.00  -22.03
S  14.70  6.33  -20.64
O  13.67  6.69  -19.64
O  16.10  6.65  -20.46
F  14.78  4.76  -20.35
S  14.45  7.60  -22.55
O  15.62  7.88  -23.43
O  14.02  8.76  -21.74
F  13.30  7.46  -23.71
C  7.47  3.88  -22.71
C  8.63  3.29  -21.86
O  9.82  3.50  -22.17
N  8.26  2.54  -20.77
C  9.09  2.04  -19.71
H  7.50  4.95  -22.92
H  6.52  3.56  -22.30
H  7.51  3.49  -23.73
H  7.25  2.43  -20.75
H  8.58  1.25  -19.16
H  9.21  2.84  -18.97
H  10.02  1.60  -20.07
C  12.80  7.39  -26.77
C  12.45  5.93  -26.81
O  12.25  5.41  -25.68
N  12.37  5.26  -28.01
C  12.55  5.90  -29.39
H  13.76  7.44  -26.27
H  12.05  7.92  -26.18
H  12.96  7.81  -27.76
H  12.13  4.28  -27.99
H  12.33  5.17  -30.16
H  13.53  6.33  -29.54
H  11.76  6.65  -29.48
C  9.42  7.30  -24.87
C  10.07  7.30  -23.51
O  10.81  6.39  -23.13
N  9.92  8.43  -22.82
C  10.52  8.69  -21.50
H  8.42  6.92  -24.68
H  9.91  6.64  -25.58
H  9.41  8.30  -25.29
H  9.33  9.12  -23.25
H  10.61  9.73  -21.19
H  11.52  8.25  -21.55
H  10.09  8.19  -20.64
C  12.45  2.77  -18.09
C  11.88  3.82  -19.07
O  12.10  3.75  -20.29
N  11.06  4.74  -18.53
C  10.45  5.86  -19.23
H  12.64  1.83  -18.60
H  11.71  2.61  -17.30
H  13.40  3.05  -17.65
H  10.87  4.65  -17.54
H  11.24  6.61  -19.33
H  9.72  6.32  -18.57
H  10.10  5.68  -20.25

Its spin multiplicity is 2. The expectation value of S² is 0.75. The electronic energy comes out at -4363.31081 a.u.

These are the Mulliken partial charges, in e, on atoms 1 to 2:
1 In 1.599
2 C 0.584

=====

(2)
This record from the Open Molecules 2025 dataset describes a molecular structure, C14H28MnN6O4 at a distorted geometry. The level of theory is ωB97M-V with the def2-TZVPD basis set.

Cartesian coordinates (Å):
Mn  0.93  0.14  0.82
C  1.27  -0.45  5.34
N  0.52  -1.30  4.40
C  0.16  -2.63  4.89
C  0.51  -0.97  3.15
O  1.03  0.10  2.72
C  -0.18  -1.91  2.16
O  -0.18  -1.38  0.79
C  -1.34  -0.53  0.46
C  -1.24  1.04  0.52
O  -0.16  1.66  0.75
N  -2.35  1.67  0.33
C  -2.30  3.14  0.29
C  -3.56  1.07  -0.26
H  0.75  -0.45  6.30
H  1.33  0.56  4.98
H  2.27  -0.85  5.48
H  -0.27  -2.53  5.89
H  1.05  -3.26  4.95
H  -0.58  -3.12  4.26
H  -1.20  -2.12  2.49
H  0.38  -2.84  2.13
H  -2.19  -0.83  1.08
H  -1.59  -0.77  -0.56
H  -1.52  3.52  0.94
H  -3.26  3.53  0.63
H  -2.12  3.48  -0.73
H  -3.67  0.02  -0.01
H  -3.52  1.17  -1.35
H  -4.43  1.60  0.11
C  2.33  0.56  -1.85
N  0.95  0.15  -1.37
C  -0.03  1.10  -2.01
N  0.05  1.09  -3.44
C  1.41  1.48  -3.84
N  2.40  0.55  -3.29
C  2.10  -0.80  -3.78
N  0.75  -1.22  -3.38
C  0.67  -1.22  -1.95
C  -0.21  -0.27  -3.93
H  3.07  -0.12  -1.45
H  2.57  1.55  -1.46
H  0.16  2.11  -1.64
H  -1.05  0.85  -1.72
H  1.62  2.49  -3.51
H  1.48  1.49  -4.93
H  2.84  -1.50  -3.41
H  2.18  -0.82  -4.87
H  1.38  -1.93  -1.54
H  -0.32  -1.56  -1.65
H  -1.23  -0.57  -3.66
H  -0.17  -0.28  -5.01
O  2.49  0.12  0.77

Its spin multiplicity is 2. The value obtained for the energy above the lowest of the compared OMol25 structures with the same formula, charge and spin is 189.1 kJ/mol. The expectation value of S² is 0.76. Its charge is +2.

These are the Mulliken partial charges, in e, on atoms 1 to 2:
1 Mn 0.380
2 C -0.964

=====

(3)
This record from the Open Molecules 2025 dataset describes a single C14H28O2 molecule at a distorted geometry. The level of theory is ωB97M-V with the def2-TZVPD basis set.

Cartesian coordinates (Å):
O  0.02  1.52  -1.88
O  -0.96  0.45  -1.85
C  1.00  -2.45  2.50
C  1.20  -3.35  0.22
C  2.00  0.06  -1.84
C  2.13  2.48  -1.38
C  -2.71  2.10  -1.42
C  -3.15  -0.30  -1.13
C  -0.04  0.62  2.43
C  -0.10  -1.24  0.56
C  1.00  1.14  0.33
C  -1.59  0.89  0.52
C  1.08  -2.06  1.02
C  1.26  1.24  -1.17
C  -2.05  0.76  -0.95
C  -0.18  0.31  0.94
H  -0.03  -2.64  2.80
H  1.57  -3.34  2.70
H  1.42  -1.65  3.12
H  0.31  -3.95  0.37
H  2.13  -3.93  0.47
H  1.26  -3.11  -0.84
H  2.86  -0.25  -1.30
H  1.31  -0.76  -1.99
H  2.33  0.43  -2.81
H  2.38  2.63  -2.42
H  3.09  2.32  -0.85
H  1.63  3.39  -1.02
H  -2.01  2.92  -1.28
H  -3.58  2.29  -0.86
H  -3.02  2.08  -2.48
H  -2.73  -1.33  -1.22
H  -3.69  -0.09  -2.10
H  -3.88  -0.25  -0.32
H  0.98  0.49  2.83
H  -0.35  1.65  2.57
H  -0.74  0.00  3.02
H  -0.12  -1.31  -0.54
H  -1.02  -1.71  0.92
H  0.95  2.16  0.71
H  1.94  0.78  0.79
H  -2.37  0.49  1.16
H  -1.52  1.98  0.77
H  1.98  -1.46  0.90

The structure (SMILES) is CC(C)CC1(C)CC(C)(C)OOC(C)(C)C1. The value obtained for the energy above the lowest of the compared OMol25 structures with the same formula, charge and spin is 357.9 kJ/mol.

These are the Mulliken partial charges, in e, on atoms 1 to 2:
1 O -0.426
2 O -0.322

=====

(4)
This record from the Open Molecules 2025 dataset describes a molecular structure, C14H29BrCaCl2FN3Na2O13S at a distorted geometry. The level of theory is ωB97M-V with the def2-TZVPD basis set.

Cartesian coordinates (Å):
O  2.95  0.48  4.09
C  3.18  1.33  3.29
F  4.24  1.23  2.56
C  2.18  2.48  3.10
C  0.84  1.80  3.39
C  0.20  1.11  2.41
C  -1.02  0.56  3.21
O  -1.87  -0.13  2.63
O  -0.98  0.90  4.51
C  0.10  1.75  4.71
O  0.32  2.24  5.82
H  2.21  2.86  2.07
H  2.40  3.28  3.79
H  0.50  0.94  1.34
O  0.89  -0.95  0.57
S  -0.10  -2.10  0.59
O  -0.29  -2.53  2.02
O  0.41  -3.19  -0.19
O  -1.35  -1.64  0.06
Na  -1.27  -1.82  3.55
O  4.02  1.18  -0.32
H  4.88  0.95  0.04
H  3.52  0.36  -0.30
O  0.68  -0.35  7.46
H  1.54  -0.68  7.09
H  0.47  0.60  7.13
H  0.68  -0.42  8.45
Na  -0.17  1.20  8.47
C  -1.37  -3.48  -4.69
O  -1.33  -2.07  -4.56
C  -0.88  -1.62  -3.29
C  0.45  -0.90  -3.43
N  1.52  -1.83  -3.76
C  2.77  -1.17  -4.13
C  2.79  -0.34  -5.41
O  2.62  -1.10  -6.59
C  1.28  -1.32  -6.98
H  -1.81  -3.72  -5.65
H  -0.37  -3.91  -4.65
H  -2.00  -3.92  -3.90
H  -0.82  -2.44  -2.57
H  -1.63  -0.91  -2.92
H  0.68  -0.41  -2.48
H  0.33  -0.13  -4.20
H  1.22  -2.40  -4.54
H  3.52  -1.96  -4.23
H  3.10  -0.54  -3.29
H  3.79  0.11  -5.49
H  2.08  0.50  -5.38
H  0.63  -0.48  -6.71
H  0.89  -2.25  -6.56
H  1.27  -1.42  -8.07
Br  0.32  4.18  4.36
Ca  1.44  -1.16  2.32
C  -0.62  5.81  0.67
Cl  -0.41  4.22  1.44
Cl  -1.82  6.77  1.52
H  0.33  6.33  0.69
H  -0.94  5.66  -0.36
C  -5.89  -0.38  1.81
O  -6.15  0.36  2.74
N  -4.60  -0.65  1.43
N  -6.85  -1.00  1.07
H  -4.35  -1.26  0.67
H  -3.87  -0.20  1.96
H  -7.80  -0.82  1.32
H  -6.65  -1.61  0.30

The value obtained for the energy above the lowest of the compared OMol25 structures with the same formula, charge and spin is 0.0 kJ/mol. Its charge is +2.

These are the Mulliken partial charges, in e, on atoms 1 to 2:
1 O -0.512
2 C 0.416